# C8H6N2S

One molecule with the formula C8H6N2S at a distorted geometry (ωB97M-V/def2-TZVPD, the OMol25 dataset).

Geometry as XYZ:
```
17
Properties=species:S:1:pos:R:3:lowdin_charge:R:1
C 0.51 -1.35 -1.55 -0.065
C 1.39 -1.68 -0.60 -0.085
C 1.10 -0.64 0.34 -0.523
S 2.41 -0.30 1.51 0.987
C 1.53 1.01 2.28 -0.388
C 0.37 1.21 1.59 -0.153
C 0.04 0.18 0.52 -0.222
C -1.34 0.43 -0.11 -0.173
N -1.96 0.50 -1.41 0.050
C -1.59 -0.20 -2.41 -0.146
N -0.35 -0.94 -2.32 0.162
H 1.95 -2.54 -0.52 0.084
H 1.90 1.33 3.21 0.040
H -0.49 1.74 2.03 0.112
H -2.07 -0.01 0.59 0.141
H -1.27 1.47 0.14 0.085
H -2.13 -0.23 -3.30 0.093
```

The calculation puts the total energy at -22204.4804 eV. As for the SMILES: C1=Cc2sccc2C/N=C\N=1. Its HOMO energy is -7.859 eV. The relative energy (zero: lowest compared OMol25 entry of this formula, charge and spin) comes out at 95.19 kcal/mol. The value obtained for the strongest force on any atom is 0.077 hartree/bohr. The gap between HOMO and LUMO comes out at 8.52 eV.

---

# C8H6N2S2

One molecule with the formula C8H6N2S2 at a distorted geometry (ωB97M-V/def2-TZVPD, the OMol25 dataset).

Geometry as XYZ:
```
18
Properties=species:S:1:pos:R:3:lowdin_charge:R:1
N 2.33 -1.34 0.67 0.078
C 2.38 -0.13 0.08 -0.795
S 3.82 0.43 -0.60 0.593
C 1.08 0.65 -0.04 -0.274
C 1.05 2.02 0.11 -0.388
S -0.51 2.62 0.03 1.075
C -1.21 1.02 -0.07 -0.461
C -2.55 0.68 -0.14 -0.071
C -2.88 -0.64 -0.27 -0.144
N -1.96 -1.60 -0.35 0.053
C -0.68 -1.31 -0.31 -0.082
C -0.24 0.03 -0.06 -0.180
H 3.20 -1.84 0.78 0.098
H 1.53 -1.63 1.20 0.096
H 1.85 2.74 0.11 0.078
H -3.30 1.44 -0.28 0.108
H -3.90 -0.99 -0.42 0.107
H -0.01 -2.14 -0.45 0.109
```

The calculation puts the total energy at -33044.0087 eV. As for the SMILES: NC(=S)c1csc2ccncc12. Its HOMO energy is -8.327 eV. The relative energy (zero: lowest compared OMol25 entry of this formula, charge and spin) comes out at 0.00 kcal/mol. The value obtained for the strongest force on any atom is 0.040 hartree/bohr. The gap between HOMO and LUMO comes out at 8.27 eV.

---

# C8H6S2Si

One molecule with the formula C8H6S2Si at a distorted geometry (ωB97M-V/def2-TZVPD, the OMol25 dataset).

Geometry as XYZ:
```
17
Properties=species:S:1:pos:R:3:lowdin_charge:R:1
C -2.82 1.35 0.07 -0.404
C -1.52 1.74 -0.01 -0.126
C -0.64 0.62 -0.07 -0.351
C -1.30 -0.59 -0.04 -0.608
S -3.00 -0.36 0.07 0.978
Si -0.25 -2.16 -0.04 0.680
C 1.34 -1.18 0.03 -0.263
C 2.65 -1.11 0.09 -0.470
S 3.39 0.47 0.06 0.924
C 1.87 1.33 -0.07 -0.393
C 0.78 0.58 -0.08 -0.178
H -3.69 1.96 0.14 0.060
H -1.20 2.76 -0.03 0.111
H -0.42 -2.92 -1.28 -0.044
H -0.49 -2.98 1.14 -0.045
H 3.36 -1.93 0.17 0.059
H 1.94 2.41 -0.14 0.069
```

The calculation puts the total energy at -37939.6989 eV. As for the SMILES: c1cc2c(s1)[SiH2]c1cscc1-2. Its HOMO energy is -7.962 eV. The relative energy (zero: lowest compared OMol25 entry of this formula, charge and spin) comes out at 0.00 kcal/mol. The value obtained for the strongest force on any atom is 0.103 hartree/bohr. The gap between HOMO and LUMO comes out at 8.56 eV.

---

# C8H7As2F27N2O12S5Zr

C8H7As2F27N2O12S5Zr as an isolated structure at a distorted geometry (ωB97M-V/def2-TZVPD, the OMol25 dataset).

Geometry as XYZ:
```
64
Properties=species:S:1:pos:R:3:lowdin_charge:R:1
Zr 12.45 -22.70 8.99 1.927
C 16.53 -21.02 9.45 -0.022
C 15.16 -20.40 9.29 -0.428
C 14.97 -19.31 8.19 0.019
O 14.18 -21.35 9.22 -0.102
H 16.79 -21.92 8.89 0.101
H 16.80 -21.14 10.50 0.072
H 17.32 -20.34 9.13 0.089
H 14.92 -19.91 10.24 0.187
H 15.10 -19.72 7.18 0.079
H 15.65 -18.47 8.26 0.092
H 13.98 -18.87 8.30 0.077
As 14.55 -25.80 7.73 0.947
F 12.96 -26.50 7.33 -0.230
F 15.41 -27.32 7.42 -0.270
F 16.16 -25.08 8.18 -0.275
F 13.65 -24.27 8.18 -0.377
F 14.30 -26.42 9.37 -0.242
F 14.81 -25.25 6.06 -0.245
As 9.16 -24.94 8.10 0.963
F 8.24 -24.44 9.54 -0.242
F 10.63 -23.86 8.52 -0.384
F 10.16 -25.39 6.69 -0.255
F 7.85 -26.06 7.70 -0.261
F 8.51 -23.57 7.15 -0.257
F 9.96 -26.25 9.06 -0.259
C 9.75 -20.62 6.05 -0.661
F 9.58 -21.75 5.37 0.150
F 9.53 -19.66 5.19 0.177
F 8.88 -20.41 7.03 0.177
S 11.57 -20.49 6.61 0.762
O 12.26 -19.76 5.52 -0.276
O 11.61 -19.92 7.92 -0.334
N 12.21 -22.17 6.99 -0.438
S 12.59 -22.67 5.43 0.711
O 12.46 -24.14 5.43 -0.287
O 11.87 -22.13 4.24 -0.282
C 14.48 -22.19 5.34 -0.642
F 14.57 -20.96 4.97 0.179
F 15.07 -22.41 6.53 0.112
F 15.13 -23.03 4.49 0.132
C 14.63 -22.59 12.62 -0.613
F 15.85 -22.10 12.26 0.111
F 14.64 -22.89 13.89 0.181
F 13.63 -21.74 12.35 0.128
S 14.37 -24.12 11.47 0.747
O 15.28 -24.10 10.33 -0.327
O 14.56 -25.32 12.26 -0.231
N 12.75 -23.90 10.67 -0.446
S 11.76 -24.92 11.43 0.632
O 10.47 -24.44 10.98 -0.328
O 12.09 -26.30 11.17 -0.227
C 11.67 -24.61 13.36 -0.656
F 12.41 -25.45 13.99 0.173
F 11.98 -23.42 13.79 0.177
F 10.40 -24.99 13.72 0.117
C 10.06 -19.33 11.01 -0.676
F 11.17 -19.02 11.63 0.176
F 8.99 -18.91 11.66 0.159
F 10.05 -18.86 9.77 0.133
S 9.79 -21.24 10.82 0.609
O 8.61 -21.44 10.01 -0.249
O 11.04 -21.76 10.16 -0.500
O 9.61 -21.73 12.19 -0.274
```

The calculation puts the total energy at -286469.0934 eV. Its charge is -1. As for the multiplicity: 2. Its HOMO energy (spin up / spin down) is -8.738 / -8.731 eV. Its expectation value of S² is 0.76. The value obtained for the strongest force on any atom is 0.135 hartree/bohr. The gap between HOMO and LUMO (spin up / spin down) comes out at 8.78 / 5.01 eV.

---

# C8H7As3Cl3Cu2F26NaO7Pt2

C8H7As3Cl3Cu2F26NaO7Pt2 as an isolated structure at a distorted geometry (ωB97M-V/def2-TZVPD, the OMol25 dataset).

Geometry as XYZ:
```
59
Properties=species:S:1:pos:R:3:lowdin_charge:R:1
Na 6.86 -29.68 24.17 0.721
Pt 9.13 -32.68 19.70 1.380
Pt 9.07 -27.98 21.45 1.512
Cu 13.02 -31.29 20.27 0.590
Cu 11.18 -28.13 25.23 0.763
As 10.39 -31.43 23.17 1.028
F 10.69 -32.77 24.25 -0.205
F 8.70 -31.34 23.91 -0.276
F 10.05 -29.95 22.16 -0.349
F 12.02 -31.36 22.46 -0.225
F 9.83 -32.50 21.84 -0.331
F 10.96 -30.26 24.44 -0.282
As 12.80 -27.52 21.78 0.971
F 12.57 -26.89 20.12 -0.229
F 14.53 -27.47 21.53 -0.192
F 12.80 -28.18 23.45 -0.248
F 11.01 -27.52 21.71 -0.425
F 12.80 -29.22 21.10 -0.277
F 12.75 -25.81 22.40 -0.237
As 10.36 -29.54 18.02 1.047
F 8.74 -28.96 17.44 -0.237
F 10.93 -30.01 16.35 -0.223
F 11.82 -30.29 18.69 -0.245
F 9.85 -29.00 19.74 -0.404
F 9.54 -31.10 18.32 -0.352
F 11.18 -27.93 17.88 -0.227
O 12.45 -34.57 18.60 0.246
C 11.41 -33.80 18.86 -0.756
O 10.28 -33.92 18.35 -0.033
O 11.43 -32.86 19.67 -0.070
H 11.92 -35.12 18.02 0.148
O 5.97 -31.00 22.05 0.143
C 6.95 -30.50 21.26 -0.679
O 7.69 -31.21 20.52 -0.105
O 7.33 -29.32 21.51 -0.142
H 5.78 -31.91 21.80 0.144
C 7.51 -36.45 25.29 0.021
C 7.73 -37.83 25.97 -0.381
C 6.67 -38.21 27.01 -0.267
F 6.77 -37.50 28.09 0.234
F 5.38 -38.21 26.61 0.183
F 7.62 -38.66 24.92 0.201
F 8.94 -37.97 26.50 0.239
O 7.85 -35.29 25.96 0.144
C 7.18 -34.08 25.68 -0.424
C 7.74 -32.85 26.44 -0.329
F 7.47 -31.65 25.96 0.092
F 7.44 -32.86 27.71 0.188
F 7.41 -33.91 24.36 0.150
F 5.85 -34.26 25.86 0.188
H 6.47 -36.42 24.96 0.169
H 8.15 -36.37 24.41 0.204
H 6.81 -39.26 27.26 0.232
H 8.83 -32.79 26.36 0.177
C 14.52 -32.66 25.05 -1.487
Cl 15.47 -31.46 24.17 0.551
Cl 13.69 -31.95 26.52 0.456
Cl 15.52 -34.10 25.49 0.541
H 13.67 -32.92 24.42 -0.021
```

The calculation puts the total energy at -413638.4339 eV. Its charge is +3. As for the multiplicity: 6. Its HOMO energy (spin up / spin down) is -16.785 / -16.785 eV. Its expectation value of S² is 8.76. The value obtained for the strongest force on any atom is 0.121 hartree/bohr. The gap between HOMO and LUMO (spin up / spin down) comes out at 6.27 / 1.89 eV.

---

# C8H7AuO7P2

C8H7AuO7P2 as an isolated structure (ωB97M-V/def2-TZVPD, the OMol25 dataset).

Geometry as XYZ:
```
25
Properties=species:S:1:pos:R:3:lowdin_charge:R:1
Au 0.71 0.54 -1.21 0.713
O 2.17 2.74 -4.79 -0.176
P 1.12 2.86 -3.54 0.144
O 1.61 3.95 -2.65 -0.345
O 1.02 1.43 -3.03 -0.537
O -0.20 3.25 -4.32 -0.294
P -1.81 2.91 -4.19 0.130
O -1.85 1.38 -4.81 -0.191
O -2.46 3.80 -5.20 -0.383
O -2.20 2.84 -2.77 -0.349
H 2.69 3.55 -4.76 0.041
H -1.93 1.50 -5.76 0.037
C 0.52 -0.43 0.47 -0.303
C 0.39 -1.05 1.51 -0.196
C 0.22 -1.79 2.72 -0.278
C 1.24 -2.63 3.20 -0.057
C 1.06 -3.37 4.37 -0.121
C -0.12 -3.28 5.09 -0.137
C -1.14 -2.45 4.62 -0.118
C -0.97 -1.72 3.45 -0.052
H 2.16 -2.70 2.65 0.106
H 1.86 -4.01 4.72 0.087
H -0.26 -3.86 5.99 0.081
H -2.07 -2.38 5.16 0.089
H -1.76 -1.07 3.09 0.110
```

The calculation puts the total energy at -45019.8081 eV. Its charge is -2. Its HOMO energy is -2.742 eV. The relative energy (zero: lowest compared OMol25 entry of this formula, charge and spin) comes out at 7.22 kcal/mol. The value obtained for the strongest force on any atom is 0.004 hartree/bohr. The gap between HOMO and LUMO comes out at 7.15 eV.

---

# C8H7BiN2O5

C8H7BiN2O5 as an isolated structure at a distorted geometry (ωB97M-V/def2-TZVPD, the OMol25 dataset).

Geometry as XYZ:
```
23
Properties=species:S:1:pos:R:3:lowdin_charge:R:1
O -2.96 -2.54 -1.72 0.091
C -2.29 -1.74 -1.27 -0.006
Bi -0.01 0.43 0.13 1.483
C 1.75 1.60 1.05 -0.070
O 2.49 2.35 1.50 0.244
C -1.46 2.16 0.15 -0.405
O -1.40 3.32 0.41 0.087
C -0.90 -0.46 2.42 -0.025
O -1.31 -0.76 3.43 0.193
C 0.64 0.95 -2.34 -0.024
O 0.89 1.30 -3.39 0.195
H -2.24 1.37 -0.22 0.072
C 3.38 -4.34 -1.35 -0.003
N 3.07 -3.65 -0.09 -0.184
C 3.73 -4.12 1.13 -0.004
C 2.26 -2.64 -0.06 -0.254
N 1.53 -1.71 -0.01 -0.008
H 4.11 -5.13 -1.11 0.102
H 3.81 -3.63 -2.08 0.103
H 2.47 -4.76 -1.79 0.104
H 4.32 -3.31 1.59 0.103
H 2.98 -4.44 1.88 0.103
H 4.38 -4.96 0.84 0.102
```

The calculation puts the total energy at -27443.8232 eV. Its charge is +2. Its HOMO energy is -15.718 eV. The relative energy (zero: lowest compared OMol25 entry of this formula, charge and spin) comes out at 17.73 kcal/mol. The value obtained for the strongest force on any atom is 0.121 hartree/bohr. The gap between HOMO and LUMO comes out at 6.19 eV.

---

# C8H7Br2FO

C8H7Br2FO as an isolated structure at a distorted geometry (ωB97M-V/def2-TZVPD, the OMol25 dataset).

Geometry as XYZ:
```
19
Properties=species:S:1:pos:R:3:lowdin_charge:R:1
C -1.43 -1.29 0.10 -0.178
C -1.04 -1.05 -1.25 -0.148
C -0.94 -0.56 1.07 -0.192
C -0.58 0.19 -1.57 -0.097
C 0.37 0.08 0.69 -0.264
C 0.06 0.96 -0.57 -0.158
C 0.21 2.34 -0.65 -0.115
C 1.36 -1.12 0.73 -1.114
O 0.74 3.13 0.32 0.041
F 2.58 -0.56 1.07 -0.149
Br 0.89 -2.51 2.06 0.757
Br 1.91 -1.93 -0.93 0.811
H -2.25 -2.09 0.31 0.149
H -1.48 -1.56 -2.12 0.119
H -1.30 -0.63 2.08 0.100
H -0.61 0.50 -2.54 0.092
H 0.59 0.62 1.68 0.157
H 0.12 2.79 -1.63 0.123
H 0.79 2.71 1.16 0.066
```

The calculation puts the total energy at -153253.8673 eV. As for the multiplicity: 3. Its HOMO energy (spin up / spin down) is -5.759 / -9.093 eV. Its expectation value of S² is 2.03. The value obtained for the strongest force on any atom is 0.125 hartree/bohr. The gap between HOMO and LUMO (spin up / spin down) comes out at 5.95 / 7.16 eV.

---

# C8H7BrF12N5O4P2S

An isolated ion of composition C8H7BrF12N5O4P2S and charge +1 at a distorted geometry (ωB97M-V/def2-TZVPD, the OMol25 dataset).

Geometry as XYZ:
```
40
Properties=species:S:1:pos:R:3:lowdin_charge:R:1
C -1.44 3.90 2.78 -0.246
P 0.09 3.34 2.02 0.950
O 0.91 4.70 1.73 -0.259
N -0.52 2.96 0.34 -0.016
C -0.16 1.73 -0.11 -0.285
N 0.63 0.99 0.66 0.126
C 0.85 -0.13 0.05 -0.349
S 1.87 -1.20 1.13 0.799
O 0.98 -1.74 2.10 -0.219
O 2.93 -0.35 1.53 -0.209
C 2.67 -2.69 0.30 -0.475
F 2.63 -2.64 -1.03 0.078
F 3.93 -2.60 0.67 0.163
C 2.13 -4.06 0.81 -0.381
F 2.48 -4.20 2.08 0.192
F 2.81 -4.98 0.09 0.172
C 0.60 -4.32 0.64 -0.350
F 0.07 -4.59 1.83 0.187
F -0.03 -3.24 0.13 0.075
C 0.25 -5.53 -0.27 -0.589
F 0.69 -6.65 0.24 0.229
F 0.74 -5.34 -1.49 0.183
F -1.07 -5.58 -0.37 0.202
N 0.25 -0.17 -1.14 -0.467
Br 0.25 -1.56 -2.37 0.956
N -0.44 1.04 -1.32 -0.080
P -1.27 1.06 -2.97 0.791
N -2.73 1.81 -2.68 -0.135
O -0.50 2.23 -3.74 -0.234
C -1.35 3.94 -0.30 -0.732
F -1.18 5.09 0.32 0.156
F -1.03 4.12 -1.55 0.195
F -2.64 3.63 -0.18 0.167
H -1.81 4.85 2.42 0.049
H -2.20 3.14 2.61 0.051
H -1.25 3.96 3.84 0.047
H 1.62 4.75 2.39 0.067
H -3.18 1.45 -1.84 0.058
H -3.34 1.55 -3.45 0.061
H 0.43 2.00 -3.81 0.072
```

The calculation puts the total energy at -156106.5524 eV. Its charge is +1. As for the SMILES: CP(O)/[N+](=c1\nc(S(=O)(=O)C(F)(F)C(F)(F)C(F)(F)C(F)(F)F)n(Br)n1P(N)O)C(F)(F)F. Its HOMO energy is -12.232 eV. The value obtained for the strongest force on any atom is 0.033 hartree/bohr. The gap between HOMO and LUMO comes out at 7.69 eV.

---

# C8H7BrO2S

C8H7BrO2S as an isolated structure at a distorted geometry (ωB97M-V/def2-TZVPD, the OMol25 dataset).

Geometry as XYZ:
```
19
Properties=species:S:1:pos:R:3:lowdin_charge:R:1
C 0.06 1.30 2.54 -0.079
C 1.04 1.61 1.61 -0.075
C -0.98 0.45 2.18 -0.067
C 0.98 1.09 0.33 -0.035
C -1.06 -0.06 0.90 -0.044
C -0.08 0.25 -0.05 -0.327
C -0.16 -0.19 -1.41 -0.221
C 1.28 -1.30 -1.98 -0.529
O -1.37 -1.61 -3.26 -0.334
O -2.78 -0.28 -1.72 -0.313
S -1.55 -0.96 -1.98 0.775
Br 1.34 -2.80 -0.82 0.668
H 0.11 1.70 3.54 0.104
H 1.85 2.27 1.88 0.106
H -1.74 0.19 2.90 0.108
H 1.74 1.35 -0.39 0.114
H -1.86 -0.73 0.63 0.099
H 1.01 -1.59 -2.99 0.019
H 2.17 -0.69 -1.90 0.030
```

The calculation puts the total energy at -93378.6887 eV. Its HOMO energy (spin up / spin down) is -8.734 / -8.734 eV. The relative energy (zero: lowest compared OMol25 entry of this formula, charge and spin) comes out at 49.07 kcal/mol. The value obtained for the strongest force on any atom is 0.093 hartree/bohr. The gap between HOMO and LUMO (spin up / spin down) comes out at 7.12 / 7.12 eV.